a.
{"formula": "C6H10N4", "method": "the ωB97M-V functional and the def2-TZVPD basis", "homo_lumo_gap_ev": [6.84, 7.08], "elements": ["C", "C", "C", "C", "C", "C", "N", "N", "N", "N", "H", "H", "H", "H", "H", "H", "H", "H", "H", "H"], "xyz": [[-1.12189, 0.73568, 1.01239], [-0.50519, -0.11369, 0.14119], [-0.49035, 2.11802, 1.04500], [0.41031, 2.07139, -0.18864], [-2.23385, 0.34924, 1.91508], [1.62862, -3.23813, -1.76823], [1.29516, 0.22434, -1.37676], [1.41035, -0.96314, -1.76492], [0.46512, 0.62573, -0.45987], [1.54741, -1.99292, -1.07722], [-1.25549, 2.89551, 1.00066], [0.09488, 2.27117, 1.95533], [-0.02646, 2.59725, -1.04252], [1.42796, 2.43018, -0.03257], [-2.12274, -0.69607, 2.19829], [-3.18441, 0.43970, 1.38461], [-2.27381, 0.97212, 2.80528], [0.76893, -3.84099, -1.46993], [1.64117, -3.13319, -2.85648], [2.52430, -3.75221, -1.42069]], "mulliken_charge": [0.78, -0.69, -0.50, -0.52, -1.25, -0.66, -0.83, -0.18, 0.84, 0.05, 0.34, 0.29, 0.25, 0.29, 0.32, 0.26, 0.35, 0.26, 0.38, 0.23]}

---

b.
{"formula": "C6H10N4", "method": "the ωB97M-V functional and the def2-TZVPD basis", "homo_lumo_gap_ev": [7.76, 7.77], "elements": ["C", "C", "C", "C", "C", "C", "N", "N", "N", "N", "H", "H", "H", "H", "H", "H", "H", "H", "H", "H"], "xyz": [[2.56958, -1.83052, 1.25496], [1.99232, -1.57076, -0.76851], [-0.53954, 0.64768, 0.50519], [-0.72245, 0.45997, 1.94786], [-0.58986, 1.61419, -1.58665], [-0.44847, -1.53587, -0.38281], [3.06448, -1.64190, 0.02118], [1.24804, -1.85034, 1.22347], [-0.39910, 1.63861, -0.20530], [0.84546, -1.79627, -0.07381], [3.06627, -1.92650, 2.15988], [1.97547, -1.80927, -1.83879], [-0.13655, -0.40869, 2.19396], [-1.71662, 0.46898, 2.26573], [-0.36857, 1.27522, 2.56522], [-1.40043, 2.27931, -2.04578], [-0.93555, 0.58999, -1.72226], [0.28288, 2.01338, -2.09341], [-0.60605, -1.52578, -1.48154], [-1.25381, -1.79030, 0.39738]], "mulliken_charge": [-0.07, -0.03, 0.65, -1.18, -0.55, -0.96, -0.61, -0.73, -0.34, 0.55, 0.44, 0.32, 0.32, 0.32, 0.37, 0.24, 0.18, 0.24, 0.47, 0.36]}

---

Among the structures shown above, b is the most stable, with the second-best lying 164.5 kJ/mol higher.